Below is a molecular structure, C2H2FInLiO2, with properties calculated with ωB97M-V with the def2-TZVPD basis set.

Geometry as XYZ:
```
9
Properties=species:S:1:pos:R:3
F -1.611 0.922 1.411
C -0.378 0.666 0.796
C 0.649 1.334 1.349
H 1.611 1.348 0.831
H 0.542 1.927 2.265
O -1.038 -1.585 -1.691
O 0.385 -2.127 -1.664
Li -0.082 -1.339 -3.175
In -0.077 -1.146 -0.121
```

total charge	+1
2S+1	1
HOMO-LUMO gap	8.47	eV

Formally, the Mulliken partial charges of the atoms, in units of the elementary charge, are as follows: atom 1 (F): -0.21, atom 2 (C): 0.27, atom 3 (C): -0.51, atom 4 (H): 0.24, atom 5 (H): 0.27, atom 6 (O): -0.51, atom 7 (O): -0.51, atom 8 (Li): 0.90, atom 9 (In): 1.05



Below is 2 unconnected molecules or ions with the total composition Br2O4S2, with properties calculated with ωB97M-V with the def2-TZVPD basis set.

Geometry as XYZ:
```
8
Properties=species:S:1:pos:R:3
O -1.542 1.824 -0.368
O -2.508 0.117 1.147
O 3.070 -0.515 1.399
O -0.102 0.020 0.336
S -1.513 0.537 0.154
S 2.212 -1.055 0.441
Br -2.239 -0.655 -1.571
Br 2.622 -0.272 -1.538
```

2S+1	1
HOMO-LUMO gap	4.57	eV

Formally, the Mulliken partial charges of the atoms, in units of the elementary charge, are as follows: atom 1 (O): -0.47, atom 2 (O): -0.52, atom 3 (O): -0.20, atom 4 (O): -0.47, atom 5 (S): 0.88, atom 6 (S): 0.82, atom 7 (Br): -0.23, atom 8 (Br): 0.19



Below is C7H11BrO in the gas phase, with properties calculated with ωB97M-V with the def2-TZVPD basis set.

Geometry as XYZ:
```
20
Properties=species:S:1:pos:R:3
Br -2.215 -1.546 -0.019
C -0.619 -0.698 0.886
C -0.794 0.733 1.342
C -0.670 1.793 0.300
C 0.665 1.520 -0.540
C 0.418 0.178 -1.318
C 0.406 -0.986 -0.195
C 0.987 -2.332 -0.468
O 1.686 -1.421 0.252
H -0.340 -1.321 1.724
H -0.114 0.863 2.193
H -1.887 0.733 1.713
H -0.743 2.726 0.810
H -1.577 1.902 -0.298
H 0.726 2.464 -1.180
H 1.585 1.331 0.048
H -0.542 0.146 -1.785
H 1.191 -0.022 -2.055
H 0.529 -3.258 0.056
H 1.307 -2.805 -1.466
```

SMILES	Br[C@@H]1CCCC[C@]12CO2
2S+1	1
HOMO-LUMO gap	10.57	eV

Formally, the Mulliken partial charges of the atoms, in units of the elementary charge, are as follows: atom 1 (Br): -0.14, atom 2 (C): -0.35, atom 3 (C): -0.61, atom 4 (C): -0.77, atom 5 (C): -0.56, atom 6 (C): -0.85, atom 7 (C): 0.68, atom 8 (C): -0.64, atom 9 (O): -0.50, atom 10 (H): 0.58, atom 11 (H): 0.32, atom 12 (H): 0.24, atom 13 (H): 0.39, atom 14 (H): 0.34, atom 15 (H): 0.30, atom 16 (H): 0.32, atom 17 (H): 0.40, atom 18 (H): 0.41, atom 19 (H): 0.19, atom 20 (H): 0.24



Q: Number 1 is which compound?
A: C2H2FInLiO2